Computed, not measured: a 13-piece molecular cluster, C38H108N6O20 overall, with ωB97M-V/def2-TZVPD.

Values from the calculation:
ΔE to the lowest compared entry with this formula, charge and spin, kcal per mole: 87.9
E_LUMO, hartree: 0.006

Each line ends with the Mulliken charge.
Element x y z (Å)
C: 1.56140 6.48900 3.34493  -1.4613
C: 1.72416 5.18433 2.60176  1.1501
C: 1.10176 5.20314 1.21369  -1.0729
O: 0.87885 3.88398 0.74532  0.0962
C: 0.66020 3.81673 -0.64769  -0.8972
N: 3.10762 4.64350 2.66312  -0.6613
H: 1.96933 6.49346 4.35006  0.3948
H: 0.50065 6.72509 3.47769  0.3319
H: 1.95115 7.26059 2.67378  0.3082
H: 1.15277 4.36111 3.05611  -0.4478
H: 1.72790 5.75999 0.50540  0.4360
H: 0.10247 5.63946 1.33933  0.3176
H: 0.08303 2.97333 -1.02086  0.0317
H: 1.66480 3.83809 -1.08942  0.4237
H: 0.18152 4.71340 -1.06236  0.4994
H: 3.64587 4.98964 1.86811  0.2906
H: 2.95882 3.66176 2.43455  0.2511
C: -6.11370 -0.74806 -5.07174  -0.9127
C: -7.07316 -1.19778 -3.99054  0.2294
C: -6.49067 -2.20237 -3.01251  -0.9842
O: -5.22326 -1.76356 -2.52662  0.1313
C: -4.78386 -2.48043 -1.38660  -0.5520
N: -7.69565 -0.09688 -3.20664  -0.7404
H: -5.69984 -1.55270 -5.68322  0.3341
H: -5.20197 -0.52617 -4.49144  -0.0118
H: -6.38698 0.15046 -5.61527  0.3522
H: -7.94055 -1.70837 -4.43218  0.3103
H: -6.40191 -3.21575 -3.41465  0.4196
H: -7.20107 -2.26453 -2.18173  0.4678
H: -4.12140 -1.77125 -0.87050  -0.0482
H: -4.11281 -3.28211 -1.68205  0.1839
H: -5.57997 -2.63828 -0.65721  0.4017
H: -6.88197 0.13387 -2.62332  0.2670
H: -7.82185 0.74075 -3.76601  0.3245
C: 5.00800 -0.84948 5.48435  -1.1687
C: 5.80154 -0.67817 4.19691  0.3358
C: 4.94273 -1.01408 2.99174  -0.3283
O: 4.55795 -2.36745 3.01125  -0.4506
C: 3.26860 -2.64287 2.51400  0.2189
N: 6.14891 0.76099 4.08041  -0.7012
H: 4.85274 -1.90699 5.70578  0.3489
H: 3.98232 -0.48163 5.36047  -0.0625
H: 5.36548 -0.30142 6.35619  0.4482
H: 6.66225 -1.35113 4.12862  0.4123
H: 5.56053 -0.84816 2.09300  -0.0998
H: 4.10165 -0.32140 2.87060  0.1939
H: 2.99198 -3.65621 2.78353  0.2103
H: 3.31077 -2.43766 1.43209  -0.0934
H: 2.49550 -1.94455 2.86393  -0.0294
H: 6.57335 0.98863 4.98253  0.2576
H: 7.00856 0.82688 3.52701  0.2573
C: 2.59494 -0.25059 8.45838  -1.6706
C: 2.54415 0.85029 7.39309  0.7811
C: 1.67418 0.50317 6.23442  -0.7469
O: 1.66799 1.61821 5.33537  -0.3833
C: 1.05767 1.35563 4.09515  0.8215
N: 1.84281 1.97198 8.07332  -0.8359
H: 1.66030 -0.36894 9.00332  0.4438
H: 3.38042 -0.03241 9.18482  0.3861
H: 2.83697 -1.25924 8.10251  0.3057
H: 3.50982 1.29031 7.13361  0.4820
H: 0.64301 0.32902 6.56672  0.1495
H: 1.96262 -0.38463 5.66133  0.4044
H: 0.02990 1.03718 4.31191  0.0866
H: 1.62934 0.73296 3.40281  -0.1996
H: 0.93522 2.34039 3.63409  -0.3396
H: 1.47480 2.61791 7.38059  0.2276
H: 2.44233 2.55543 8.64483  0.2432
C: 1.43125 -1.05848 -0.30626  -0.2662
C: 0.16054 -0.46947 0.27909  2.1481
C: -1.05046 -0.69997 -0.66391  -0.7212
O: -1.24947 0.47273 -1.42881  0.1803
C: -2.60240 0.70831 -1.72700  -0.4454
N: -0.14095 -1.14857 1.53601  -0.4540
H: 2.28904 -0.74220 0.30677  -0.0291
H: 1.61804 -0.59285 -1.27214  -0.0257
H: 1.49987 -2.14029 -0.19016  -0.1798
H: 0.29572 0.61842 0.28723  -0.4029
H: -1.92297 -0.77155 0.00045  0.0946
H: -0.98549 -1.61779 -1.25294  0.0831
H: -3.10420 -0.07511 -2.32502  -0.0522
H: -2.68711 1.53382 -2.43256  -0.0073
H: -3.12160 0.69083 -0.76243  0.2371
H: 0.53761 -0.77177 2.19671  -0.3871
H: -1.02726 -0.85941 1.94473  0.2299
C: 1.94940 1.39112 -3.36718  -1.3863
C: 2.97144 0.90900 -4.34813  1.9693
C: 2.60489 1.06966 -5.81179  -1.0877
O: 1.49198 0.23533 -6.07616  -0.0774
C: 0.64151 0.70927 -7.10909  -0.9190
N: 4.23597 1.65798 -4.13430  -0.9330
H: 0.98871 0.93784 -3.63433  0.3381
H: 1.86349 2.47133 -3.23121  0.3809
H: 2.08017 1.07636 -2.32586  -0.0825
H: 3.19075 -0.14279 -4.11833  -0.3180
H: 3.45583 0.85224 -6.46834  0.3299
H: 2.31946 2.09691 -6.06352  0.4813
H: -0.02372 -0.08335 -7.45261  0.2234
H: 1.30772 1.03053 -7.91236  0.4031
H: -0.05178 1.48837 -6.77689  0.3036
H: 4.92612 1.31162 -4.79915  0.3535
H: 4.65127 1.44794 -3.23419  0.1863
C: -1.74267 -5.44808 -3.88754  -0.3927
C: -2.59613 -4.30099 -3.39968  0.1797
O: -2.42049 -3.16250 -4.27877  -0.6083
O: -2.35697 -6.63265 -3.31453  -0.5837
H: -0.76668 -5.37253 -3.40723  -0.0331
H: -1.67511 -5.57074 -4.96596  0.4714
H: -2.25401 -3.91851 -2.43114  -0.0464
H: -3.68328 -4.35836 -3.32981  0.3939
H: -2.96699 -2.41706 -4.01518  0.2373
H: -1.96616 -7.38410 -3.77102  0.3033
C: -2.59412 4.20164 2.08699  0.0690
C: -2.77147 3.21120 0.94732  0.4567
O: -3.40151 2.00625 1.47680  -0.3539
O: -3.79900 4.94380 2.33167  -0.5982
H: -1.73965 4.84098 1.84395  -0.2640
H: -2.41203 3.64548 3.00846  0.0682
H: -1.77514 2.87465 0.65625  -0.3099
H: -3.33481 3.65440 0.12740  0.2796
H: -4.34697 2.20067 1.44702  0.1996
H: -4.16060 4.58364 3.14263  0.3855
C: 0.52870 -5.81066 0.00992  -0.3787
C: 0.72481 -5.89317 1.50318  -0.5304
O: 0.33105 -4.67921 2.15686  -0.4976
O: 1.46115 -4.85986 -0.46711  -0.3363
H: -0.51044 -5.52851 -0.21428  0.2147
H: 0.54808 -6.75029 -0.55346  0.4903
H: 1.74248 -6.16742 1.79585  0.2121
H: 0.09152 -6.65290 1.96946  0.3604
H: 0.46846 -3.98100 1.49889  0.2444
H: 1.68942 -4.95114 -1.39861  0.1205
C: -6.14514 3.38509 -2.67358  -0.2336
C: -4.86062 3.40262 -3.43763  -0.0686
O: -4.86714 4.51920 -4.32428  -0.5960
O: -7.21554 3.00521 -3.57278  -0.6004
H: -6.40582 4.33072 -2.18905  0.3163
H: -6.16968 2.65750 -1.84959  0.2738
H: -4.77905 2.46952 -4.00985  0.1705
H: -3.92179 3.42779 -2.88719  0.0943
H: -5.49886 4.37392 -5.03421  0.3416
H: -7.88835 2.69493 -2.95836  0.3154
C: 5.04682 -0.59679 -0.95811  1.4335
C: 6.28918 -0.41298 -1.82543  -0.8708
O: 7.09986 -1.56459 -1.79998  -0.6032
O: 4.20950 -1.67652 -1.31107  -0.4247
H: 4.47599 0.33598 -1.05233  0.1158
H: 5.28587 -0.74230 0.09904  -0.8679
H: 6.76772 0.49448 -1.44859  0.4320
H: 6.02519 -0.16862 -2.85852  0.3403
H: 6.91676 -2.14912 -2.53623  0.3222
H: 4.35440 -2.44074 -0.74886  0.2406
C: 1.24808 -3.49859 -5.05656  0.1099
C: 2.62520 -3.41658 -4.40848  -0.1603
O: 2.37088 -3.33076 -3.00039  -0.1794
O: 1.20689 -3.09478 -6.41297  -0.6205
H: 0.46382 -3.09898 -4.40417  -0.0964
H: 0.86821 -4.52929 -5.11146  0.1618
H: 3.11928 -2.50325 -4.75550  0.1420
H: 3.30080 -4.24603 -4.62437  0.2741
H: 2.85794 -2.56558 -2.68358  0.0832
H: 1.20449 -2.12814 -6.38095  0.2685
C: -4.29996 0.44869 5.47175  -0.5976
C: -2.93032 0.65347 4.77856  0.5493
O: -2.78858 -0.25174 3.69097  -0.4934
O: -4.26654 1.23976 6.68990  -0.5594
H: -4.33109 -0.58783 5.81688  0.3130
H: -5.20474 0.68937 4.92287  0.3274
H: -2.10616 0.50027 5.47532  -0.0412
H: -2.85678 1.68986 4.43434  -0.1429
H: -3.07093 0.20747 2.89078  0.2318
H: -3.74558 0.72292 7.30907  0.3096

Computed, not measured: C5H7NO as an isolated structure, with ωB97M-V/def2-TZVPD.

Values from the calculation:
ΔE to the lowest compared entry with this formula, charge and spin, kcal per mole: 49.9
E_LUMO, hartree: 0.034

Each line ends with the Mulliken charge.
Element x y z (Å)
O: -1.53581 1.42942 1.34878  -0.5965
C: -0.86450 0.71088 0.63715  0.5549
C: -1.22727 -0.09248 -0.61851  -0.4615
N: 0.09189 -0.69804 -0.93593  -0.4412
C: 0.99260 0.49193 -0.70894  -0.3983
C: 0.58911 0.38030 0.77370  -0.2243
C: 0.52872 -1.12196 0.44456  -0.3966
H: -1.58172 0.53795 -1.44072  0.2881
H: -1.97965 -0.86441 -0.42429  0.2898
H: 0.72979 1.39106 -1.27750  0.2623
H: 2.03524 0.22192 -0.89878  0.2559
H: 0.88532 0.97904 1.71903  0.3490
H: 1.51252 -1.59763 0.40156  0.2561
H: -0.17625 -1.76797 0.97992  0.2622

Computed, not measured: C22H41BiClNP3S as an isolated structure, with ωB97M-V/def2-TZVPD.

Values from the calculation:
Total charge: +3
E_LUMO, hartree: -0.393

Each line ends with the Mulliken charge.
Element x y z (Å)
Bi: -0.29975 -1.02367 0.01644  1.5060
P: 1.66142 -0.96540 2.05804  0.5316
P: 1.79850 0.49535 -1.36290  0.5093
P: -2.20850 -1.92168 1.81304  0.7083
H: 0.02898 -2.04816 -5.03128  0.3129
C: -1.00941 -2.28771 -4.77804  -0.6210
C: -1.95257 -1.34080 -4.70421  -0.5679
H: -1.66340 -0.29372 -4.62610  0.2948
C: 2.83861 -2.35836 2.03969  -1.2191
C: 2.76671 0.49176 2.20549  -1.1234
C: 0.90720 -1.03197 3.72602  -1.0841
C: 1.24741 0.80188 -3.09426  -0.9767
C: 2.21575 2.20442 -0.80485  -1.1967
C: 3.44917 -0.28812 -1.55905  -1.2488
C: -3.80538 -2.07727 0.93176  -1.1133
C: -2.58963 -0.84289 3.20866  -1.2779
C: -1.93556 -3.57508 2.56825  -1.2436
H: -1.23873 -3.35267 -4.69962  0.3565
H: -3.01228 -1.56217 -4.69020  0.3395
H: 3.49862 -2.31336 2.91859  0.4635
H: 3.45219 -2.32104 1.12753  0.3561
H: 2.27811 -3.30383 2.05203  0.4200
H: 3.36928 0.39582 3.12154  0.5841
H: 2.18063 1.41809 2.27868  0.2948
H: 3.44588 0.55844 1.34328  0.3962
H: 1.70386 -1.07457 4.48479  0.6001
H: 0.26878 -1.92162 3.82308  0.2659
H: 0.30544 -0.13553 3.92560  0.3433
H: 2.12548 0.84365 -3.75546  0.4781
H: 0.69741 1.75279 -3.14779  0.3825
H: 0.56482 0.00577 -3.42847  0.0316
H: 3.08723 2.58039 -1.36567  0.4502
H: 2.45968 2.22869 0.26214  0.2576
H: 1.35547 2.86866 -0.95351  0.3472
H: 4.13750 0.36631 -2.11243  0.4735
H: 3.33514 -1.23256 -2.10468  0.4007
H: 3.88022 -0.52688 -0.57902  0.2944
H: -4.33013 -2.97318 1.30354  0.4489
H: -3.64421 -2.17005 -0.15379  0.2361
H: -4.39130 -1.16683 1.14928  0.4217
H: -3.32658 -1.34376 3.83658  0.4770
H: -2.99092 0.10104 2.82925  0.3509
H: -1.68770 -0.63278 3.78790  0.2731
H: -2.90649 -3.95201 2.93236  0.4935
H: -1.22913 -3.47931 3.40417  0.3692
H: -1.50967 -4.26840 1.82543  0.2928
C: -1.69082 -4.93062 -1.74145  0.9093
C: -1.39978 -6.24575 -1.32739  -0.6075
C: -1.96518 -7.35315 -1.95117  -0.7529
C: -2.84179 -7.16914 -3.02609  -0.4288
C: -3.13270 -5.87617 -3.46830  -0.6846
C: -2.58596 -4.75963 -2.81323  -0.5246
S: -0.93221 -3.62908 -0.77091  -0.2129
H: -0.97711 -2.36577 -1.55611  0.1186
H: -0.70118 -6.39645 -0.50155  0.3644
H: -1.71555 -8.36553 -1.62698  0.3958
H: -3.30223 -8.03182 -3.50982  0.4158
H: -3.77377 -5.72918 -4.34038  0.4045
H: -2.83157 -3.75414 -3.14697  0.6034
Cl: -0.33305 3.88959 3.62196  -0.1282
C: -0.90008 3.20051 2.15538  -0.1114
C: -1.66871 3.93447 1.25461  -0.2806
C: -2.02743 3.33238 0.04484  -0.7792
C: -1.61749 2.02300 -0.20482  -0.3315
N: -0.90152 1.31241 0.68718  0.4572
C: -0.53860 1.88851 1.85928  -0.5746
H: -1.95502 4.95703 1.49051  0.4962
H: -2.60883 3.84786 -0.71628  0.4845
H: -1.86341 1.50679 -1.13186  0.4967
H: 0.05877 1.31001 2.55792  0.1812

Computed, not measured: C21H18N7OS2Sr as an isolated structure, with ωB97M-V/def2-TZVPD.

Values from the calculation:
Total charge: +1
E_LUMO, hartree: -0.149

Each line ends with the Mulliken charge.
Element x y z (Å)
Sr: 0.03562 1.75093 -0.57772  2.7819
C: -0.24763 -0.25153 -4.81961  -0.4088
C: 0.20832 0.58301 -3.79961  -0.2063
N: 0.19176 0.19232 -2.53398  -0.4975
C: -0.26442 -1.03567 -2.25953  0.1332
C: -0.70606 -1.86212 -3.30139  -0.2692
N: -0.69808 -1.46475 -4.55748  -0.5508
C: -0.34010 -1.42327 -0.84184  0.2561
C: -0.52826 -2.73828 -0.42939  -0.4618
C: -0.67954 -3.02621 0.93076  1.2197
C: -0.58933 -1.94835 1.81700  -0.6351
C: -0.35106 -0.66944 1.32911  0.5511
N: -0.25101 -0.42557 0.03072  -0.9215
C: -0.21312 0.48551 2.22561  0.0914
C: 0.28519 0.36521 3.52892  -0.4794
N: 0.40968 1.41237 4.31643  -0.5434
C: 0.04300 2.59271 3.84721  -0.3808
C: -0.44296 2.73237 2.55080  -0.3058
N: -0.55917 1.68328 1.75107  -0.7980
C: -0.92319 -4.39625 1.40326  1.0798
C: -0.84615 -4.72637 2.75851  -0.6057
C: -1.08527 -6.03394 3.14775  -0.3920
N: -1.36660 -7.00386 2.29945  -0.5832
C: -1.44105 -6.70597 1.01655  -0.4072
C: -1.24118 -5.42914 0.51712  -0.6110
H: -0.26102 0.06265 -5.85439  0.4137
H: 0.58237 1.57757 -4.00933  0.4659
H: -1.09922 -2.85556 -3.13818  0.4407
H: -0.55336 -3.52548 -1.16358  0.4476
H: -0.73223 -2.08570 2.87409  0.6461
H: 0.60364 -0.58301 3.94277  0.5375
H: 0.15990 3.42707 4.52320  0.4144
H: -0.74355 3.69170 2.14646  0.6420
H: -0.59659 -3.99309 3.50674  0.3442
H: -1.04373 -6.31410 4.19054  0.3854
H: -1.67057 -7.52900 0.35485  0.3837
H: -1.35045 -5.26090 -0.54116  0.3699
S: -0.27853 4.89774 -4.07845  -0.4142
C: -0.63591 3.96362 -2.86106  0.4479
N: -0.84849 3.27706 -1.91919  -1.1783
C: 1.22818 5.46839 0.10896  -0.7776
S: 2.53629 4.22890 -0.15927  0.3092
C: 2.83330 4.65356 -1.89640  -0.6273
O: 1.79581 2.91810 -0.18470  -0.9146
H: 0.38508 5.21871 -0.53687  0.2185
H: 1.62229 6.45392 -0.12209  0.4242
H: 0.94574 5.43083 1.15828  0.2707
H: 3.28216 5.64123 -1.92866  0.4138
H: 1.89787 4.64038 -2.45689  -0.0470
H: 3.54164 3.93842 -2.30539  0.3278

no.,frontier orbital gap (eV)
1,9.228
2,9.974
3,5.431
4,6.666